Entry 1:
Here is a structure of composition C28H30F6N4O6RuS2Sb from OMol25. Energies are from ωB97M-V/def2-TZVPD.

As for the charge: +1. The HOMO-LUMO gap (spin up / spin down) comes out at 8.01 / 6.07 eV. For the HOMO energy (spin up / spin down), the calculation gives -11.554 / -11.710 eV. The spin multiplicity is 5. The energy above the lowest of the compared OMol25 structures with the same formula, charge and spin is 0.0 kJ/mol.

Last column: Mulliken spin population.
Geometry (Å):
Ru: -0.111 0.246 0.025  2.662
C: 0.095 -2.150 2.478  0.004
C: -1.176 -2.643 1.844  0.003
C: -1.534 -3.980 1.936  0.001
C: -2.703 -4.439 1.347  0.007
C: -3.525 -3.559 0.663  -0.002
C: -3.211 -2.205 0.562  -0.020
C: -4.145 -1.277 -0.160  -0.004
C: -2.028 -1.767 1.162  -0.034
N: -1.623 -0.403 1.087  0.074
C: -2.428 0.554 1.687  0.038
O: -3.479 0.347 2.240  0.067
C: -1.790 1.919 1.674  0.038
C: -2.360 3.099 2.114  -0.009
C: -1.556 4.232 2.140  0.007
C: -0.202 4.147 1.826  0.006
C: 0.290 2.924 1.413  0.010
N: -0.522 1.881 1.289  0.033
C: 1.742 2.575 1.264  -0.094
O: 2.623 3.382 1.386  0.096
N: 1.940 1.203 1.012  0.428
C: 3.037 0.610 1.498  0.222
C: 3.617 -0.461 0.724  0.120
C: 2.982 -0.886 -0.558  0.033
C: 4.814 -1.001 1.116  -0.041
C: 5.441 -0.575 2.289  0.203
C: 4.836 0.372 3.107  -0.053
C: 3.643 0.969 2.763  0.124
C: 2.964 1.845 3.774  -0.010
H: 0.766 -1.663 1.754  0.001
H: -0.106 -1.419 3.264  0.002
H: 0.650 -2.979 2.914  -0.001
H: -0.890 -4.666 2.471  0.000
H: -2.974 -5.483 1.424  0.000
H: -4.438 -3.918 0.205  0.000
H: -4.689 -1.813 -0.936  0.000
H: -4.872 -0.858 0.537  0.000
H: -3.619 -0.437 -0.619  0.000
H: -3.394 3.112 2.424  0.000
H: -1.976 5.180 2.448  0.000
H: 0.469 4.989 1.913  0.001
H: 2.952 -0.075 -1.284  0.011
H: 3.516 -1.735 -0.983  0.002
H: 1.945 -1.214 -0.388  0.014
H: 5.284 -1.759 0.503  0.003
H: 6.387 -1.011 2.579  0.001
H: 5.293 0.625 4.054  0.006
H: 3.289 2.881 3.682  0.012
H: 1.878 1.824 3.675  -0.003
H: 3.214 1.494 4.774  0.005
F: 1.030 1.877 -4.698  0.000
C: 1.718 2.576 -3.804  0.000
F: 2.905 1.995 -3.630  0.000
F: 1.885 3.811 -4.239  0.000
S: 0.838 2.597 -2.183  0.005
O: 0.841 1.169 -1.809  -0.002
O: 1.576 3.463 -1.326  0.001
N: -0.562 3.145 -2.584  0.000
S: -1.960 2.569 -2.167  0.013
O: -2.886 3.591 -1.831  0.007
O: -1.862 1.423 -1.271  0.049
C: -2.561 1.808 -3.732  0.005
F: -3.773 1.298 -3.537  0.000
F: -2.595 2.694 -4.709  0.001
F: -1.740 0.806 -4.079  0.001
C: -2.391 -2.044 -2.717  -0.006
Sb: -0.525 -1.616 -1.825  -0.050
C: 0.702 -1.411 -3.534  -0.002
C: 0.030 -3.556 -1.167  0.016
H: -2.902 -2.768 -2.089  -0.001
H: -2.166 -2.477 -3.690  0.000
H: -2.999 -1.153 -2.839  0.001
H: 0.601 -2.328 -4.112  -0.001
H: 1.738 -1.276 -3.232  0.001
H: 0.390 -0.559 -4.129  0.001
H: 0.284 -4.152 -2.040  0.001
H: -0.812 -4.003 -0.643  0.000
H: 0.885 -3.514 -0.495  0.001

Entry 2:
Here is an isolated molecule of C28H30N2O7 from OMol25. Energies are from ωB97M-V/def2-TZVPD.

As for the SMILES: C=CCOc1cccc([C@H]2/C(=C(\O)c3ccc4c(c3)OCCO4)C(=O)C(=O)N2CCN2CCOCC2)c1. The HOMO-LUMO gap comes out at 8.26 eV. For the HOMO energy, the calculation gives -8.361 eV. The energy above the lowest of the compared OMol25 structures with the same formula, charge and spin is 301.7 kJ/mol.

Last column: Mulliken charge in e.
Geometry (Å):
C: -0.134 2.045 4.323  -0.624
C: -0.191 3.320 3.988  -0.295
C: -0.620 3.838 2.643  -0.409
O: -0.813 2.849 1.658  -0.478
C: 0.271 2.225 1.122  -0.666
C: 1.595 2.468 1.475  0.095
C: 2.612 1.791 0.823  -1.329
C: 2.332 0.867 -0.166  -0.449
C: 1.012 0.601 -0.502  1.355
C: 0.668 -0.483 -1.501  -1.560
C: -0.079 -1.592 -0.793  -0.635
C: 0.469 -2.349 0.185  1.045
O: 1.747 -2.108 0.556  -0.494
C: -0.234 -3.433 0.882  0.292
C: -0.177 -3.501 2.275  -0.599
C: -0.814 -4.522 2.949  -0.989
C: -1.505 -5.503 2.249  0.589
C: -1.575 -5.433 0.850  0.428
C: -0.932 -4.406 0.178  -0.756
O: -2.262 -6.360 0.118  -0.455
C: -3.183 -7.101 0.889  -0.455
C: -2.510 -7.602 2.165  -0.448
O: -2.089 -6.513 2.959  -0.461
C: -1.468 -1.570 -1.229  0.871
O: -2.416 -2.187 -0.796  -0.671
C: -1.515 -0.568 -2.381  0.223
O: -2.459 -0.309 -3.096  -0.671
N: -0.271 -0.053 -2.510  0.251
C: 0.073 0.836 -3.589  -1.148
C: -0.309 2.299 -3.329  -1.189
N: 0.642 3.014 -2.497  0.850
C: 1.844 3.378 -3.229  -0.675
C: 2.811 4.100 -2.293  -0.448
O: 2.231 5.270 -1.767  -0.491
C: 1.058 4.947 -1.059  -0.163
C: 0.044 4.217 -1.938  -1.059
C: -0.008 1.278 0.139  0.063
H: 0.170 1.730 5.306  0.288
H: -0.392 1.266 3.625  0.226
H: 0.060 4.099 4.695  0.346
H: -1.600 4.320 2.745  0.437
H: 0.090 4.601 2.292  0.283
H: 1.843 3.170 2.256  0.484
H: 3.637 1.991 1.099  0.390
H: 3.133 0.340 -0.661  0.496
H: 1.590 -0.853 -1.969  0.560
H: 2.006 -2.719 1.260  0.409
H: 0.336 -2.732 2.836  0.534
H: -0.788 -4.584 4.025  0.428
H: -0.992 -4.381 -0.896  0.535
H: -3.514 -7.930 0.263  0.339
H: -4.042 -6.469 1.153  0.299
H: -3.201 -8.183 2.779  0.342
H: -1.644 -8.222 1.898  0.284
H: 1.141 0.738 -3.790  0.316
H: -0.493 0.498 -4.463  0.530
H: -0.436 2.801 -4.305  0.443
H: -1.278 2.301 -2.826  0.515
H: 2.326 2.477 -3.611  0.308
H: 1.606 4.040 -4.082  0.327
H: 3.706 4.416 -2.832  0.399
H: 3.089 3.420 -1.474  0.107
H: 0.643 5.893 -0.705  0.392
H: 1.313 4.308 -0.202  0.053
H: -0.816 3.931 -1.329  0.465
H: -0.296 4.901 -2.737  0.388
H: -1.041 1.083 -0.107  0.636

Entry 3:
Here is a structure of composition C28H31AuN4OS2Se in a non-equilibrium geometry from OMol25. Energies are from ωB97M-V/def2-TZVPD.

As for the charge: +2. The HOMO-LUMO gap (spin up / spin down) comes out at 4.22 / 4.09 eV. For the HOMO energy (spin up / spin down), the calculation gives -13.489 / -13.422 eV.

Last column: Mulliken charge in e.
Geometry (Å):
Au: 0.223 -0.288 -1.217  0.338
S: 3.953 -1.713 -2.763  -0.265
C: 2.659 -1.593 -1.876  0.458
N: 1.722 -1.556 -1.145  -0.434
C: -3.468 -2.327 1.487  -0.858
N: -2.317 -3.174 1.363  0.273
C: -1.870 -4.065 2.284  -0.364
C: -0.778 -4.686 1.756  -0.525
N: -0.565 -4.162 0.519  0.453
C: 0.486 -4.542 -0.385  -0.621
C: -1.512 -3.230 0.284  -0.386
Se: -1.781 -2.233 -1.268  0.106
H: -3.925 -2.484 2.461  0.324
H: -4.191 -2.570 0.706  0.386
H: -3.176 -1.280 1.384  0.311
H: -2.350 -4.205 3.231  0.506
H: -0.178 -5.475 2.163  0.578
H: 1.172 -5.211 0.132  0.312
H: 1.031 -3.657 -0.721  0.142
H: 0.073 -5.056 -1.255  0.348
C: 6.250 -1.621 0.306  -1.662
C: 4.893 -1.367 0.847  0.674
C: 4.202 -0.190 0.576  -1.169
C: 2.916 0.017 1.038  0.980
C: 2.258 1.340 0.837  -1.152
C: 2.265 -1.014 1.762  1.280
C: 0.842 -0.986 2.004  -1.075
O: -0.023 -0.458 1.314  -0.373
C: 3.012 -2.138 2.188  1.086
C: 2.466 -3.161 3.138  -1.641
C: 4.296 -2.300 1.703  -0.871
H: 6.628 -0.764 -0.242  0.361
H: 6.235 -2.484 -0.361  0.339
H: 6.944 -1.860 1.110  0.446
H: 4.685 0.574 -0.013  0.373
H: 2.997 2.091 0.578  0.469
H: 1.734 1.647 1.739  0.358
H: 1.517 1.289 0.032  -0.093
H: 0.513 -1.585 2.867  0.590
H: 1.478 -3.521 2.857  0.058
H: 2.404 -2.732 4.140  0.395
H: 3.141 -4.009 3.196  0.413
H: 4.864 -3.166 2.004  0.460
N: -1.109 1.170 -1.599  -0.350
S: -2.108 2.020 -0.637  0.608
C: -1.316 3.647 -0.574  0.473
C: -1.071 4.182 0.677  -0.256
C: -0.447 5.416 0.769  -0.724
C: -0.048 6.077 -0.382  -0.447
C: -0.298 5.527 -1.630  -0.779
C: -0.936 4.302 -1.736  -0.360
C: -3.456 2.387 -1.789  0.416
C: -3.824 1.413 -2.702  -0.264
C: -4.837 1.686 -3.608  -0.569
C: -5.478 2.917 -3.582  -0.526
C: -5.139 3.859 -2.621  -0.631
C: -4.126 3.597 -1.712  -0.503
H: -1.006 1.594 -2.512  0.306
H: -1.374 3.643 1.562  0.491
H: -0.282 5.858 1.738  0.441
H: 0.463 7.025 -0.307  0.435
H: -0.006 6.055 -2.524  0.432
H: -1.137 3.881 -2.710  0.311
H: -3.311 0.461 -2.707  0.410
H: -5.125 0.930 -4.322  0.424
H: -6.239 3.140 -4.315  0.413
H: -5.665 4.800 -2.568  0.420
H: -3.851 4.324 -0.966  0.498